Formula: C41H116N10O17
Source: the Open Molecules 2025 dataset
Level of theory: wB97M-V/def2-TZVPD

Last columns: bonded neighbours and bond lengths (Å).
Geometry (Å):
1 C 8.22 3.42 -5.74  C2 1.539, H7 1.090, H8 1.090, H9 1.090
2 C 7.48 3.97 -4.51  C1 1.539, C3 1.526, N6 1.498, H10 1.090
3 C 7.94 5.39 -4.18  C2 1.526, O4 1.406, H11 1.090, H12 1.090
4 O 7.38 5.88 -2.98  C3 1.406, C5 1.407
5 C 7.64 7.26 -2.89  O4 1.407, H13 1.090, H14 1.090, H15 1.090
6 N 6.03 3.89 -4.84  C2 1.498, H16 1.010, H17 1.010
7 H 9.30 3.41 -5.56  C1 1.090
8 H 8.23 4.18 -6.52  C1 1.090
9 H 7.86 2.49 -6.17  C1 1.090
10 H 7.68 3.39 -3.60  C2 1.090
11 H 7.64 5.98 -5.04  C3 1.090
12 H 9.02 5.37 -4.05  C3 1.090
13 H 7.13 7.64 -2.01  C5 1.090
14 H 7.13 7.90 -3.61  C5 1.090
15 H 8.69 7.57 -2.82  C5 1.090
16 H 5.79 2.92 -4.99  N6 1.010
17 H 5.52 4.19 -4.02  N6 1.010
18 C -2.87 2.37 -7.20  C19 1.535, H24 1.090, H25 1.090, H26 1.090
19 C -2.38 3.64 -6.49  C18 1.535, C20 1.528, N23 1.492, H27 1.090
20 C -2.95 4.93 -7.08  C19 1.528, O21 1.488, H28 1.090, H29 1.090
21 O -2.05 6.09 -6.82  C20 1.488, C22 1.381
22 C -2.72 7.21 -7.27  O21 1.381, H30 1.090, H31 1.090, H32 1.090
23 N -2.73 3.68 -5.04  C19 1.492, H33 1.010, H34 1.010
24 H -2.32 1.57 -6.70  C18 1.090
25 H -2.50 2.34 -8.22  C18 1.090
26 H -3.96 2.24 -7.15  C18 1.090
27 H -1.33 3.78 -6.72  C19 1.090
28 H -3.99 5.05 -6.77  C20 1.090
29 H -3.15 4.92 -8.16  C20 1.090
30 H -3.69 7.38 -6.81  C22 1.090
31 H -2.87 7.24 -8.35  C22 1.090
32 H -2.15 8.08 -6.93  C22 1.090
33 H -2.41 4.55 -4.64  N23 1.010
34 H -3.74 3.77 -4.97  N23 1.010
35 C -7.20 1.61 7.58  C36 1.532, H41 1.090, H42 1.090, H43 1.090
36 C -7.17 1.24 6.09  C35 1.532, C37 1.601, N40 1.432, H44 1.090
37 C -5.68 1.23 5.50  C36 1.601, O38 1.413, H45 1.090, H46 1.090
38 O -5.20 2.56 5.51  C37 1.413, C39 1.414
39 C -3.89 2.59 4.98  O38 1.414, H47 1.090, H48 1.090, H49 1.090
40 N -7.75 -0.03 5.74  C36 1.432, H50 1.010, H51 1.010
41 H -6.66 0.83 8.12  C35 1.090
42 H -8.25 1.67 7.86  C35 1.090
43 H -6.75 2.58 7.78  C35 1.090
44 H -7.73 2.01 5.56  C36 1.090
45 H -5.71 0.81 4.50  C37 1.090
46 H -5.04 0.53 6.05  C37 1.090
47 H -3.56 3.62 4.88  C39 1.090
48 H -3.87 2.13 3.99  C39 1.090
49 H -3.16 2.08 5.62  C39 1.090
50 H -7.51 -0.27 4.79  N40 1.010
51 H -8.76 0.03 5.71  N40 1.010
52 C -3.83 -9.78 4.46  C53 1.537, H58 1.090, H59 1.090, H60 1.090
53 C -4.88 -9.12 3.55  C52 1.537, C54 1.532, N57 1.415, H61 1.090
54 C -4.89 -7.60 3.78  C53 1.532, O55 1.430, H62 1.090, H63 1.090
55 O -3.63 -6.99 3.53  C54 1.430, C56 1.417
56 C -3.66 -5.58 3.57  O55 1.417, H64 1.090, H65 1.090, H66 1.090
57 N -4.48 -9.41 2.22  C53 1.415, H67 1.010, H68 1.010
58 H -2.84 -9.40 4.23  C52 1.090
59 H -3.91 -10.86 4.34  C52 1.090
60 H -3.97 -9.53 5.52  C52 1.090
61 H -5.81 -9.62 3.81  C53 1.090
62 H -5.16 -7.30 4.79  C54 1.090
63 H -5.69 -7.21 3.14  C54 1.090
64 H -4.06 -5.18 4.50  C56 1.090
65 H -4.27 -5.17 2.76  C56 1.090
66 H -2.62 -5.29 3.47  C56 1.090
67 H -5.14 -9.02 1.56  N57 1.010
68 H -3.70 -8.78 2.13  N57 1.010
69 C 7.21 2.87 2.09  C70 1.553, H75 1.090, H76 1.090, H77 1.090
70 C 8.69 2.39 2.13  C69 1.553, C71 1.589, N74 1.463, H78 1.090
71 C 8.87 0.93 1.52  C70 1.589, O72 1.451, H79 1.090, H80 1.090
72 O 10.13 0.33 1.91  C71 1.451, C73 1.487
73 C 10.15 -1.14 1.65  O72 1.487, H81 1.090, H82 1.090, H83 1.090
74 N 9.48 3.34 1.34  C70 1.463, H84 1.010, H85 1.010
75 H 6.78 2.89 1.09  C69 1.090
76 H 7.08 3.76 2.70  C69 1.090
77 H 6.60 2.06 2.49  C69 1.090
78 H 9.00 2.33 3.17  C70 1.090
79 H 8.76 0.80 0.44  C71 1.090
80 H 8.01 0.37 1.88  C71 1.090
81 H 9.54 -1.65 2.40  C73 1.090
82 H 11.13 -1.56 1.83  C73 1.090
83 H 9.77 -1.42 0.67  C73 1.090
84 H 10.39 2.96 1.16  N74 1.010
85 H 8.94 3.39 0.48  N74 1.010
86 C 5.69 0.39 8.99  C87 1.527, H92 1.090, H93 1.090, H94 1.090
87 C 4.39 -0.23 9.51  C86 1.527, C88 1.574, N91 1.449, H95 1.090
88 C 3.65 -1.17 8.49  C87 1.574, O89 1.441, H96 1.090, H97 1.090
89 O 3.69 -0.71 7.13  C88 1.441, C90 1.470
90 C 3.50 -1.85 6.22  O89 1.470, H98 1.090, H99 1.090, H100 1.090
91 N 4.71 -1.00 10.70  C87 1.449, H101 1.010, H102 1.010
92 H 6.28 -0.39 8.53  C86 1.090
93 H 6.27 0.85 9.79  C86 1.090
94 H 5.58 1.02 8.11  C86 1.090
95 H 3.68 0.50 9.89  C87 1.090
96 H 2.63 -1.26 8.87  C88 1.090
97 H 4.12 -2.14 8.67  C88 1.090
98 H 4.19 -2.67 6.42  C90 1.090
99 H 3.53 -1.51 5.19  C90 1.090
100 H 2.46 -2.17 6.26  C90 1.090
101 H 3.86 -1.40 11.07  N91 1.010
102 H 4.95 -0.28 11.36  N91 1.010
103 C -2.37 8.82 1.12  C104 1.546, H109 1.090, H110 1.090, H111 1.090
104 C -1.75 8.44 -0.24  C103 1.546, C105 1.567, N108 1.462, H112 1.090
105 C -0.84 7.17 -0.18  C104 1.567, O106 1.435, H113 1.090, H114 1.090
106 O -0.26 6.84 -1.45  C105 1.435, C107 1.447
107 C 0.89 7.64 -1.82  O106 1.447, H115 1.090, H116 1.090, H117 1.090
108 N -2.65 8.36 -1.39  C104 1.462, H118 1.010, H119 1.010
109 H -3.21 8.14 1.31  C103 1.090
110 H -2.78 9.82 1.00  C103 1.090
111 H -1.69 8.90 1.97  C103 1.090
112 H -1.07 9.24 -0.54  C104 1.090
113 H -1.39 6.32 0.22  C105 1.090
114 H -0.05 7.24 0.57  C105 1.090
115 H 1.33 7.21 -2.72  C107 1.090
116 H 1.63 7.51 -1.03  C107 1.090
117 H 0.57 8.67 -1.90  C107 1.090
118 H -3.22 7.55 -1.17  N108 1.010
119 H -2.05 8.03 -2.13  N108 1.010
120 C -2.49 -6.54 -4.02  C121 1.508, H126 1.090, H127 1.090, H128 1.090
121 C -2.67 -5.56 -5.15  C120 1.508, C122 1.558, N125 1.472, H129 1.090
122 C -2.03 -5.87 -6.53  C121 1.558, O123 1.439, H130 1.090, H131 1.090
123 O -2.35 -4.77 -7.41  C122 1.439, C124 1.463
124 C -2.29 -5.26 -8.78  O123 1.463, H132 1.090, H133 1.090, H134 1.090
125 N -4.11 -5.34 -5.34  C121 1.472, H135 1.010, H136 1.010
126 H -1.46 -6.88 -3.88  C120 1.090
127 H -2.86 -7.53 -4.31  C120 1.090
128 H -2.86 -6.22 -3.05  C120 1.090
129 H -2.22 -4.62 -4.83  C121 1.090
130 H -2.40 -6.87 -6.78  C122 1.090
131 H -0.96 -5.89 -6.30  C122 1.090
132 H -2.90 -6.04 -9.23  C124 1.090
133 H -1.26 -5.54 -9.02  C124 1.090
134 H -2.62 -4.40 -9.36  C124 1.090
135 H -4.20 -5.09 -6.32  N125 1.010
136 H -4.50 -6.27 -5.36  N125 1.010
137 C -7.44 3.43 -0.62  C138 1.567, O140 1.424, H141 1.090, H142 1.090
138 C -8.79 2.75 -1.04  C137 1.567, O139 1.395, H143 1.090, H144 1.090
139 O -9.80 3.66 -1.32  C138 1.395, H145 0.960
140 O -6.93 4.36 -1.57  C137 1.424, H146 0.960
141 H -6.77 2.60 -0.41  C137 1.090
142 H -7.71 3.99 0.28  C137 1.090
143 H -9.16 1.92 -0.44  C138 1.090
144 H -8.59 2.25 -1.99  C138 1.090
145 H -10.55 3.17 -1.66  O139 0.960
146 H -7.69 4.90 -1.79  O140 0.960
147 C -0.04 -0.32 -0.67  C148 1.563, O150 1.353, H151 1.090, H152 1.090
148 C 1.21 0.59 -0.38  C147 1.563, O149 1.411, H153 1.090, H154 1.090
149 O 1.43 1.49 -1.44  C148 1.411, H155 0.960
150 O -1.16 0.44 -0.76  C147 1.353, H156 0.960
151 H -0.12 -1.17 0.01  C147 1.090
152 H 0.10 -0.70 -1.68  C147 1.090
153 H 2.08 0.00 -0.11  C148 1.090
154 H 1.07 1.26 0.47  C148 1.090
155 H 0.76 2.18 -1.37  O149 0.960
156 H -1.02 1.07 -1.47  O150 0.960
157 C 5.62 -3.54 -2.95  C158 1.548, O160 1.426, H161 1.090, H162 1.090
158 C 4.43 -3.48 -3.94  C157 1.548, O159 1.455, H163 1.090, H164 1.090
159 O 4.04 -2.11 -4.25  C158 1.455, H165 0.960
160 O 5.21 -3.27 -1.61  C157 1.426, H166 0.960
161 H 6.44 -2.91 -3.29  C157 1.090
162 H 6.06 -4.54 -2.93  C157 1.090
163 H 3.53 -3.92 -3.50  C158 1.090
164 H 4.68 -4.01 -4.86  C158 1.090
165 H 3.89 -1.67 -3.41  O159 0.960
166 H 5.17 -4.05 -1.05  O160 0.960
167 C 3.08 -7.77 1.92  C168 1.510, O170 1.469, H171 1.090, H172 1.090
168 C 1.67 -7.31 2.24  C167 1.510, O169 1.401, H173 1.090, H174 1.090
169 O 1.53 -7.15 3.62  C168 1.401, H175 0.960
170 O 4.11 -6.76 2.20  C167 1.469, H176 0.960
171 H 3.09 -7.97 0.85  C167 1.090
172 H 3.40 -8.62 2.52  C167 1.090
173 H 1.02 -8.04 1.75  C168 1.090
174 H 1.40 -6.41 1.69  C168 1.090
175 H 0.63 -6.83 3.76  O169 0.960
176 H 4.19 -6.62 3.14  O170 0.960
177 C -7.61 -3.42 -0.46  O178 1.214, N179 1.271, N180 1.274
178 O -7.88 -2.94 0.62  C177 1.214
179 N -6.56 -3.15 -1.11  C177 1.271, H181 1.010, H182 1.010
180 N -8.20 -4.43 -0.97  C177 1.274, H183 1.010, H184 1.010
181 H -6.25 -3.67 -1.92  N179 1.010
182 H -5.95 -2.47 -0.68  N179 1.010
183 H -8.96 -4.93 -0.52  N180 1.010
184 H -7.75 -4.84 -1.77  N180 1.010

The calculation puts the LUMO energy at -0.10 eV. The total energy comes out at -3457.94503 hartree. The HOMO energy comes out at -8.9 eV. Its multiplicity is 1. The gap between HOMO and LUMO comes out at 8.845 eV.